{"formula": "C14H14BF9N6OPb", "method": "ωB97M-V/def2-TZVPD", "species": ["Pb", "F", "F", "F", "F", "F", "F", "F", "F", "F", "O", "N", "N", "N", "N", "N", "N", "C", "C", "C", "C", "C", "C", "C", "C", "C", "C", "C", "C", "C", "C", "B", "H", "H", "H", "H", "H", "H", "H", "H", "H", "H", "H", "H", "H", "H"], "xyz": [[-2.65618, -0.08309, 0.97470], [-2.11183, 4.22464, 0.17309], [-4.40697, 3.75962, -1.05714], [-3.20898, 1.48097, 2.99720], [-5.81341, 2.41160, -0.13505], [-2.92560, 4.62117, 2.19230], [-4.94992, 2.85110, 3.08445], [-5.49707, 4.33759, 0.77696], [-5.09166, 0.96355, 1.94149], [-1.52904, 3.00679, 1.79198], [-3.18852, 1.69027, 0.11790], [1.26801, -1.23339, 1.07280], [0.65840, -1.28668, -1.99594], [3.43199, -1.18908, -0.84525], [1.78886, -2.42135, 0.63834], [3.00181, 0.09623, -1.09474], [1.44340, -2.41478, -1.90880], [1.01137, -3.32992, -2.77672], [5.19991, 0.16746, -0.70968], [-3.75109, 2.63348, 0.97609], [-0.27887, -1.47932, -2.92736], [-4.86594, 3.32439, 0.17723], [4.05770, 0.92145, -1.05528], [-4.28860, 2.01732, 2.27008], [-2.60001, 3.64009, 1.27126], [0.57072, 1.09126, -0.35357], [4.73280, -1.15511, -0.60259], [0.74630, -1.43689, 2.27518], [-0.10170, -2.74777, -3.49545], [0.89365, -2.79580, 2.60632], [1.53376, -3.39500, 1.53957], [2.50541, -2.45590, -0.77112], [0.55350, -3.25837, 3.47919], [3.92650, 1.97419, -1.24897], [0.34213, 0.05300, -0.71354], [1.87316, -4.38227, 1.35548], [-0.10649, 1.90364, -0.74868], [5.27832, -2.05447, -0.31003], [1.48200, -4.26780, -2.84653], [-0.67837, -3.21489, -4.18586], [3.20315, -3.42543, -0.84318], [6.16863, 0.52994, -0.52429], [1.08724, 1.27172, 0.67862], [1.94553, 0.44455, -0.94986], [-0.97711, -0.73924, -3.17489], [0.32310, -0.64943, 2.88428]], "forces_ev_per_a": [[2.79, -2.00, -0.45], [-1.04, -0.03, 0.30], [-0.27, -0.30, 2.02], [-1.36, 0.40, -0.60], [0.28, 0.13, 0.41], [-0.15, -1.07, -1.22], [0.67, -0.94, -0.83], [0.70, -0.21, 0.05], [0.51, 0.83, 0.78], [-0.67, -0.27, 0.15], [-1.29, 1.70, 0.57], [0.87, -0.27, -0.24], [0.36, -0.54, 0.01], [-1.01, 0.98, -0.13], [-0.57, 1.05, -0.05], [0.88, -0.69, 0.03], [-1.00, 1.54, 0.05], [-2.19, 1.80, -1.28], [-1.83, -0.37, -0.44], [1.23, 0.74, -1.40], [2.30, -2.05, 0.60], [-1.23, 0.25, -2.53], [0.30, -1.28, 0.58], [-0.52, -0.07, 1.14], [1.72, 1.33, 1.05], [-1.81, 0.69, 1.87], [0.83, 0.74, 0.21], [0.48, -1.13, -0.70], [2.83, -0.16, 2.91], [-0.02, -0.02, -0.47], [0.06, 1.20, 0.06], [-0.82, 0.13, 0.52], [-0.33, -0.68, 1.11], [-0.01, -0.04, 0.13], [0.24, 1.14, 0.64], [0.10, -0.69, 0.04], [1.09, -0.68, 0.34], [-0.33, 0.34, -0.31], [0.37, -0.95, -0.19], [-1.47, -1.27, -2.00], [-0.01, -0.11, -0.08], [0.93, 0.26, 0.01], [-1.26, -0.32, -1.92], [0.36, -0.22, -0.33], [-0.76, 0.98, -0.17], [0.05, 0.11, -0.25]], "mol_weight_g_mol": 671.3, "e_lumo_ev": [-1.41, -1.41], "multiplicity": 1, "total_energy_ev": -56111.3137, "e_homo_ev": [-6.33, -6.33], "relative_energy_kcal_mol": 19.3}

=====

{"formula": "C14H14BiN10S2", "method": "ωB97M-V/def2-TZVPD", "species": ["Bi", "S", "S", "N", "N", "N", "N", "N", "N", "N", "N", "N", "N", "C", "C", "C", "C", "C", "C", "C", "C", "C", "C", "C", "C", "C", "C", "H", "H", "H", "H", "H", "H", "H", "H", "H", "H", "H", "H", "H", "H"], "xyz": [[0.11432, 0.63693, 0.38842], [-2.55490, 4.69024, -0.09971], [-0.75307, 1.52114, 5.13283], [-0.50728, 1.02013, 2.63419], [0.53256, -2.97099, -2.11756], [-0.79893, -4.68018, -2.85510], [0.36359, -0.66549, 4.05557], [-2.68651, -1.51172, -0.20057], [-1.76449, -3.09092, -1.52405], [-1.72425, 3.02618, -2.02980], [-0.41134, -1.31012, -0.74493], [-1.32324, 2.47229, 0.24062], [2.14691, -0.06627, -0.79254], [3.06356, -1.86697, -2.04045], [4.30965, -1.25103, -2.01770], [-1.17362, 2.25739, 2.72731], [1.98993, -1.25055, -1.41713], [-0.69550, -3.57817, -2.15937], [-1.80160, 3.26898, -0.72131], [-1.38604, 2.65107, 4.00059], [0.64480, -1.88704, -1.43514], [-1.61509, -1.98890, -0.83552], [4.45369, -0.03068, -1.37488], [-2.24452, 4.15835, 1.50749], [-0.23684, 0.50518, 3.83613], [3.34145, 0.53105, -0.77067], [-1.58200, 2.98352, 1.52987], [0.68800, -1.26435, 3.31764], [0.50860, -0.99112, 4.99927], [-2.56876, 4.75524, 2.34492], [5.40528, 0.48123, -1.33848], [2.91022, -2.81530, -2.53366], [-1.68309, -5.16372, -2.92142], [-1.87676, 3.54544, 4.34998], [3.40119, 1.48494, -0.25929], [0.00014, -5.05431, -3.34293], [-3.54762, -2.02908, -0.30707], [5.15687, -1.72058, -2.49962], [-2.12936, 3.67354, -2.68919], [-2.69489, -0.69214, 0.37829], [-1.27107, 2.21675, -2.41506]], "forces_ev_per_a": [[0.55, 0.26, 0.05], [0.02, -0.19, -0.13], [0.03, -0.20, -0.12], [-0.13, -0.27, -0.40], [0.23, -0.04, -0.08], [-0.04, -0.07, -0.06], [-0.01, 0.09, 0.07], [0.02, 0.06, -0.01], [-0.25, -0.11, -0.01], [-0.02, 0.09, 0.04], [0.11, 0.52, 0.30], [0.02, -0.51, -0.05], [-0.42, -0.27, -0.08], [-0.23, -0.09, 0.00], [0.00, 0.12, 0.07], [-0.10, 0.04, 0.61], [0.60, 0.09, -0.11], [0.03, 0.26, 0.18], [-0.13, 0.26, 0.10], [0.07, 0.00, -0.25], [-0.23, -0.33, -0.18], [0.10, -0.09, -0.08], [-0.02, -0.05, -0.03], [0.19, -0.19, 0.04], [-0.12, 0.19, 0.25], [0.05, 0.01, -0.02], [-0.38, 0.49, -0.09], [-0.04, -0.02, -0.02], [0.04, -0.03, -0.02], [0.00, 0.01, -0.02], [-0.01, 0.00, 0.00], [0.03, 0.00, -0.01], [-0.03, 0.03, 0.03], [0.02, 0.00, 0.01], [0.04, -0.01, 0.00], [0.05, 0.01, 0.00], [-0.03, 0.01, 0.05], [0.00, -0.01, 0.00], [0.03, -0.01, -0.03], [-0.04, 0.01, 0.01], [-0.02, -0.04, 0.01]], "mol_weight_g_mol": 595.5, "e_lumo_ev": -10.88, "multiplicity": 1, "total_energy_ev": -57132.3536, "e_homo_ev": -16.74, "relative_energy_kcal_mol": 17.5, "charge": 3}

=====

{"formula": "C14H14BrNO2Pb", "method": "ωB97M-V/def2-TZVPD", "species": ["Pb", "Br", "O", "O", "N", "C", "C", "C", "C", "C", "C", "C", "C", "C", "C", "C", "C", "C", "C", "H", "H", "H", "H", "H", "H", "H", "H", "H", "H", "H", "H", "H", "H"], "xyz": [[1.04701, 0.19045, -1.25849], [0.42073, -2.39703, -1.73625], [0.34383, -2.71643, 1.54740], [1.01837, 1.79656, 1.82263], [0.91477, -0.46074, 1.30600], [2.13391, -0.20359, -3.57448], [-2.55946, 0.07865, 1.84179], [0.09223, 0.90578, -3.58270], [-2.35915, -0.99108, 0.91793], [0.73021, -0.34737, -3.84281], [-2.48478, 0.97484, -0.28721], [1.10889, 1.85443, -3.21534], [0.99948, 0.61296, 2.16113], [2.37805, 1.16501, -3.22345], [0.96885, -1.39574, 3.49166], [-2.64124, 1.29460, 1.09616], [-2.33027, -0.44091, -0.39640], [0.71472, -1.63984, 1.99929], [1.05911, 0.10761, 3.61394], [3.35705, 1.62478, -3.09502], [2.00916, 0.41190, 4.07107], [-2.49587, 1.68042, -1.11650], [0.96612, 2.92796, -3.09086], [2.88387, -0.98038, -3.72163], [0.22241, 0.52067, 4.19107], [-2.20602, -1.01259, -1.31562], [1.91959, -1.86765, 3.76692], [0.16619, -1.83180, 4.09249], [-2.78318, 2.28950, 1.51497], [-2.64879, -0.02149, 2.92254], [0.24975, -1.21589, -4.28698], [-0.95527, 1.12741, -3.78009], [-2.24028, -2.04102, 1.16686]], "forces_ev_per_a": [[-1.33, -0.84, 3.34], [-0.06, -1.57, 0.21], [0.70, 0.62, 0.54], [0.37, -0.44, 0.32], [0.08, 0.09, 0.36], [-0.68, 0.65, -1.05], [-0.04, 0.00, -1.01], [1.04, -0.05, -0.75], [-0.41, 0.82, -0.21], [0.71, 1.28, -0.83], [-0.05, -0.28, 0.71], [1.06, -0.23, -1.50], [-0.18, -0.85, -0.67], [-0.96, 0.76, -1.29], [0.00, -0.21, 0.20], [0.11, -0.64, -0.29], [0.09, 0.15, 0.66], [-0.46, 0.23, -0.45], [-0.02, 0.39, 0.28], [-0.31, -0.16, 0.25], [-0.23, 0.25, -0.04], [-0.02, -0.07, 0.12], [0.01, -0.42, 0.27], [-0.28, 0.23, 0.24], [0.23, 0.12, -0.15], [0.01, 0.18, 0.24], [-0.18, -0.15, -0.03], [0.10, -0.09, -0.13], [0.11, -0.14, -0.09], [0.06, 0.05, -0.13], [0.16, 0.23, 0.62], [0.27, -0.09, 0.34], [0.07, 0.18, -0.06]], "mol_weight_g_mol": 515.4, "e_lumo_ev": 5.21, "multiplicity": 1, "total_energy_ev": -95620.2505, "e_homo_ev": 0.14, "relative_energy_kcal_mol": 22.6, "charge": -2}

=====

Please write out number 3 again, unchanged.
{"formula": "C14H14BrNO2Pb", "method": "ωB97M-V/def2-TZVPD", "species": ["Pb", "Br", "O", "O", "N", "C", "C", "C", "C", "C", "C", "C", "C", "C", "C", "C", "C", "C", "C", "H", "H", "H", "H", "H", "H", "H", "H", "H", "H", "H", "H", "H", "H"], "xyz": [[1.04701, 0.19045, -1.25849], [0.42073, -2.39703, -1.73625], [0.34383, -2.71643, 1.54740], [1.01837, 1.79656, 1.82263], [0.91477, -0.46074, 1.30600], [2.13391, -0.20359, -3.57448], [-2.55946, 0.07865, 1.84179], [0.09223, 0.90578, -3.58270], [-2.35915, -0.99108, 0.91793], [0.73021, -0.34737, -3.84281], [-2.48478, 0.97484, -0.28721], [1.10889, 1.85443, -3.21534], [0.99948, 0.61296, 2.16113], [2.37805, 1.16501, -3.22345], [0.96885, -1.39574, 3.49166], [-2.64124, 1.29460, 1.09616], [-2.33027, -0.44091, -0.39640], [0.71472, -1.63984, 1.99929], [1.05911, 0.10761, 3.61394], [3.35705, 1.62478, -3.09502], [2.00916, 0.41190, 4.07107], [-2.49587, 1.68042, -1.11650], [0.96612, 2.92796, -3.09086], [2.88387, -0.98038, -3.72163], [0.22241, 0.52067, 4.19107], [-2.20602, -1.01259, -1.31562], [1.91959, -1.86765, 3.76692], [0.16619, -1.83180, 4.09249], [-2.78318, 2.28950, 1.51497], [-2.64879, -0.02149, 2.92254], [0.24975, -1.21589, -4.28698], [-0.95527, 1.12741, -3.78009], [-2.24028, -2.04102, 1.16686]], "forces_ev_per_a": [[-1.33, -0.84, 3.34], [-0.06, -1.57, 0.21], [0.70, 0.62, 0.54], [0.37, -0.44, 0.32], [0.08, 0.09, 0.36], [-0.68, 0.65, -1.05], [-0.04, 0.00, -1.01], [1.04, -0.05, -0.75], [-0.41, 0.82, -0.21], [0.71, 1.28, -0.83], [-0.05, -0.28, 0.71], [1.06, -0.23, -1.50], [-0.18, -0.85, -0.67], [-0.96, 0.76, -1.29], [0.00, -0.21, 0.20], [0.11, -0.64, -0.29], [0.09, 0.15, 0.66], [-0.46, 0.23, -0.45], [-0.02, 0.39, 0.28], [-0.31, -0.16, 0.25], [-0.23, 0.25, -0.04], [-0.02, -0.07, 0.12], [0.01, -0.42, 0.27], [-0.28, 0.23, 0.24], [0.23, 0.12, -0.15], [0.01, 0.18, 0.24], [-0.18, -0.15, -0.03], [0.10, -0.09, -0.13], [0.11, -0.14, -0.09], [0.06, 0.05, -0.13], [0.16, 0.23, 0.62], [0.27, -0.09, 0.34], [0.07, 0.18, -0.06]], "mol_weight_g_mol": 515.4, "e_lumo_ev": 5.21, "multiplicity": 1, "total_energy_ev": -95620.2505, "e_homo_ev": 0.14, "relative_energy_kcal_mol": 22.6, "charge": -2}